Record 1
# C3H9N4

A cluster of 2 separate species, C3H9N4 in total in a non-equilibrium geometry (ωB97M-V with the def2-TZVPD basis set, the Open Molecules 2025 dataset).

Its total charge is +1. The HOMO energy comes out at -13.257 eV. The orbital gap is 8.57 eV. The value obtained for the LUMO energy is -4.6899 eV. For the energy relative to the best compared isomer or geometry (same formula, charge and spin), the calculation gives 688.5 kJ/mol.

Geometry (Å):
C  0.9312  2.7956  -0.6494
C  1.0932  -1.8320  -1.0128
C  -1.2193  -0.5357  1.7161
N  1.0352  1.5490  -0.8838
N  0.7945  -0.6456  -1.2459
N  -1.1820  -0.5691  0.1999
N  1.1262  0.5431  -1.4740
H  -0.1084  3.1690  -0.7712
H  1.7433  3.2678  -0.3189
H  2.0992  -1.9635  -0.7817
H  0.5141  -2.6733  -1.0766
H  -0.7371  0.3075  2.1542
H  -2.1369  -0.7532  2.2328
H  -0.5662  -1.4014  2.1892
H  -1.5417  -1.4053  -0.2208
H  -1.8452  0.1471  -0.0570

natural (NBO) atomic charge list, values in e, 6 entries:
1. C -0.01
2. C 0.01
3. C -0.44
4. N -0.03
5. N -0.07
6. N -0.86

Record 2
# C49H67F2I2NO13S

A cluster of 7 separate species, C49H67F2I2NO13S in total in a non-equilibrium geometry (ωB97M-V with the def2-TZVPD basis set, the Open Molecules 2025 dataset).

The HOMO energy comes out at -8.029 eV. The orbital gap is 8.01 eV. The value obtained for the LUMO energy is -0.0172 eV.

Geometry (Å):
C  -1.2167  0.9647  3.6548
C  -0.9470  -0.5345  3.6090
C  -1.8238  -1.4693  4.1595
C  -3.1277  -0.9869  4.7905
C  -4.1197  -0.3080  3.7752
C  -4.4037  1.1971  4.0514
C  -5.8885  1.5206  4.2508
O  -6.0895  2.9357  4.1612
C  -1.4365  -2.8171  4.0939
C  -2.2793  -3.9608  4.6621
C  -3.0533  -4.6124  3.4898
C  -3.7569  -3.6162  2.5668
F  -3.9572  -5.5669  3.9597
C  -0.2535  -3.1710  3.4985
C  0.6053  -2.2479  2.9517
C  0.2489  -0.9213  3.0146
S  1.3709  0.2860  2.3368
C  2.2179  -0.6853  1.0879
C  2.3075  -2.0483  1.2739
C  2.9434  -2.7889  0.2994
C  3.4993  -2.2125  -0.8208
C  4.1704  -3.0770  -1.8626
C  5.6896  -2.9992  -1.8616
F  3.7139  -2.6209  -3.1204
C  3.3926  -0.8452  -0.9645
C  2.7555  -0.0606  -0.0322
C  2.6730  1.4180  -0.3333
I  0.6044  1.8655  -0.8326
C  3.2814  2.3281  0.7514
C  2.7942  3.7810  0.6800
I  5.4315  2.4329  0.3893
N  1.8089  -2.7645  2.3977
H  -1.8029  1.1487  4.5592
H  -1.7398  1.3048  2.7565
H  -0.2920  1.5310  3.8012
H  -3.6373  -1.8768  5.1704
H  -2.9668  -0.3401  5.6617
H  -3.6912  -0.4609  2.7781
H  -5.0834  -0.8339  3.7979
H  -3.8612  1.5078  4.9552
H  -3.9706  1.7806  3.2302
H  -6.5316  1.0075  3.5308
H  -6.1584  1.2449  5.2824
H  -5.3018  3.3680  4.5086
H  -1.6073  -4.7383  5.0443
H  -2.9445  -3.6357  5.4636
H  -2.3154  -5.1425  2.8662
H  -4.2830  -2.8885  3.1901
H  -4.4950  -4.1205  1.9311
H  -3.0411  -3.1282  1.8995
H  0.0200  -4.2257  3.4914
H  3.0200  -3.8726  0.3997
H  3.7980  -4.1036  -1.7711
H  6.1019  -3.7317  -1.1598
H  6.0272  -3.3249  -2.8560
H  6.0795  -1.9895  -1.7155
H  3.8299  -0.4003  -1.8573
H  3.2340  1.6071  -1.2501
H  3.1771  1.9447  1.7662
H  2.9522  4.1949  -0.3238
H  1.7452  3.8807  0.9758
H  3.3763  4.4194  1.3562
H  2.5206  -2.9452  3.0968
O  1.4867  -6.1067  2.6009
C  0.6191  -6.4155  1.8376
C  0.5746  -6.1247  0.3522
C  -0.8900  -6.3818  0.0146
C  -1.2791  -7.4291  1.0455
O  -0.4765  -7.1276  2.2064
H  1.2415  -6.8190  -0.1622
H  0.8673  -5.0968  0.1506
H  -1.0581  -6.7062  -1.0107
H  -1.4679  -5.4691  0.1775
H  -1.0488  -8.4447  0.7190
H  -2.3329  -7.3781  1.3110
O  -3.1518  -10.2366  2.3541
C  -2.9386  -10.0156  3.5119
C  -2.0567  -8.9216  4.0741
C  -1.8602  -9.3741  5.5165
C  -3.1439  -10.1430  5.7859
O  -3.5120  -10.7176  4.5202
H  -2.5906  -7.9709  4.0133
H  -1.1194  -8.8643  3.5350
H  -1.6912  -8.5585  6.2176
H  -1.0045  -10.0494  5.5754
H  -3.9555  -9.4931  6.1206
H  -3.0066  -10.9379  6.5160
O  4.0806  5.1484  -2.6686
C  3.2457  4.8225  -3.4684
C  3.2325  5.1358  -4.9494
C  1.7888  4.8259  -5.3286
C  1.4198  3.7475  -4.3240
O  2.1791  4.0637  -3.1413
H  3.9420  4.4774  -5.4547
H  3.4883  6.1775  -5.1290
H  1.6611  4.5109  -6.3634
H  1.1700  5.7133  -5.1681
H  1.7024  2.7461  -4.6590
H  0.3587  3.7507  -4.0834
O  0.0342  7.3378  -5.4676
C  -0.3120  7.3454  -6.6142
C  -1.6578  7.7834  -7.1522
C  -1.6453  7.2055  -8.5635
C  -0.1612  7.2019  -8.8922
O  0.5027  6.9835  -7.6346
H  -1.6968  8.8737  -7.1560
H  -2.4664  7.3778  -6.5503
H  -2.2425  7.7684  -9.2784
H  -2.0229  6.1816  -8.5434
H  0.1772  8.1564  -9.3009
H  0.1089  6.4079  -9.5851
O  -3.8978  2.4067  -3.8345
C  -3.9532  1.3825  -3.2211
C  -3.9529  1.2251  -1.7125
C  -3.6377  -0.2540  -1.5441
C  -4.2168  -0.8568  -2.8126
O  -4.0672  0.1647  -3.8135
H  -4.9427  1.4779  -1.3291
H  -3.1952  1.8546  -1.2528
H  -4.0482  -0.6901  -0.6340
H  -2.5550  -0.3970  -1.5275
H  -5.2788  -1.0938  -2.7134
H  -3.6858  -1.7526  -3.1277
O  6.7973  10.9514  -2.4667
C  6.4463  9.8451  -2.1732
C  7.1338  8.9042  -1.2022
C  6.4893  7.5627  -1.5374
C  5.1177  7.9839  -2.0332
O  5.3204  9.2693  -2.6563
H  6.9078  9.2236  -0.1836
H  8.2079  8.8957  -1.3669
H  6.4483  6.8686  -0.7000
H  7.0429  7.0808  -2.3454
H  4.3995  8.1029  -1.2182
H  4.7138  7.2879  -2.7581

Löwdin atomic charge list, values in e, 6 entries:
1. C -0.05
2. C -0.21
3. C -0.13
4. C -0.12
5. C -0.17
6. C -0.21

Record 3
# C29H28Br9N5O2

A structure of composition C29H28Br9N5O2 in a non-equilibrium geometry (ωB97M-V with the def2-TZVPD basis set, the Open Molecules 2025 dataset).

The HOMO energy comes out at -9.515 eV. The orbital gap is 8.94 eV. The value obtained for the LUMO energy is -0.5712 eV.

Geometry (Å):
C  -6.7083  -3.6995  -4.6658
Br  -5.2391  -4.3069  -3.4324
Br  -7.0975  -4.8211  -6.2297
Br  -6.0703  -1.9276  -5.2680
H  -7.5832  -3.5137  -4.0427
C  1.3478  0.6829  -9.9900
Br  2.1090  2.2436  -9.0471
Br  2.0744  -0.9219  -9.0596
Br  2.1382  0.7501  -11.7999
H  0.2578  0.6721  -9.9982
C  0.5146  -8.8556  8.3712
Br  -0.4621  -7.4885  9.3418
Br  -0.7156  -10.3423  7.5958
Br  1.9039  -9.4832  9.6204
H  1.0897  -8.3359  7.6049
C  -0.1377  0.7384  -0.9447
C  -1.3822  0.6842  -0.3283
C  -1.5453  -0.0028  0.8217
C  -0.4680  -0.5604  1.5188
C  0.8081  -0.5371  0.9394
C  0.9639  0.2247  -0.2523
N  -0.7063  -1.2779  2.8452
O  0.1948  -2.0445  3.2108
O  -1.8374  -1.2713  3.3257
H  -0.0906  1.3372  -1.8423
H  -2.2032  1.2375  -0.7598
H  -2.4909  -0.0713  1.3389
H  1.7472  -0.9105  1.3204
H  1.8749  0.2445  -0.8321
N  -6.9732  4.3288  4.0552
C  -5.8660  4.9096  4.5658
C  -5.6423  4.9121  5.8890
C  -6.6465  4.4428  6.7568
C  -7.7697  3.8356  6.2845
C  -7.8385  3.7716  4.9145
H  -5.1755  5.3434  3.8576
H  -4.8374  5.4729  6.3407
H  -6.6180  4.5715  7.8287
H  -8.5046  3.2656  6.8336
H  -8.7638  3.3704  4.5281
N  8.1218  3.3558  -0.4775
C  8.2899  2.5624  -1.5263
C  9.2106  1.5096  -1.5906
C  9.7252  1.1020  -0.3342
C  9.4423  1.7597  0.8398
C  8.7096  2.9802  0.7241
H  7.8161  2.8855  -2.4415
H  9.3271  1.0453  -2.5587
H  10.1281  0.1032  -0.4135
H  10.0892  1.5629  1.6819
H  8.7192  3.7096  1.5205
N  7.8872  -8.8986  3.4254
C  7.8463  -8.2005  2.2373
C  7.3035  -6.8736  2.1689
C  6.7739  -6.3179  3.3745
C  6.7482  -7.1013  4.5198
C  7.2902  -8.4043  4.5540
H  8.4486  -8.6663  1.4714
H  7.3882  -6.4195  1.1927
H  6.6273  -5.2603  3.5367
H  6.3216  -6.7726  5.4559
H  7.2211  -8.9730  5.4696
N  -7.1217  5.8197  -5.3140
C  -6.0373  6.5881  -5.6395
C  -5.9382  7.3956  -6.7886
C  -6.8661  7.1360  -7.7841
C  -8.0019  6.2966  -7.5243
C  -8.1164  5.6536  -6.2599
H  -5.3808  6.6277  -4.7829
H  -5.1584  8.1007  -7.0360
H  -6.7595  7.7606  -8.6587
H  -8.7386  6.2015  -8.3083
H  -8.9672  5.0647  -5.9507

Löwdin atomic charge list, values in e, 6 entries:
1. C -1.50
2. Br 0.49
3. Br 0.55
4. Br 0.49
5. H -0.02
6. C -1.49

Record 4
# C9H22CuIN2O5

A structure of composition C9H22CuIN2O5 in a non-equilibrium geometry (ωB97M-V with the def2-TZVPD basis set, the Open Molecules 2025 dataset).

The expectation value of S² is 2.010. The spin multiplicity is 3. Its total charge is -2. The HOMO energy (spin up / spin down) comes out at 3.008 / -1.409 eV. The orbital gap (spin up / spin down) is 1.87 / 6.33 eV. The value obtained for the LUMO energy (spin up / spin down) is 4.8758 / 4.9203 eV.

Geometry (Å):
Cu  -15.9666  -14.5211  -3.3677
C  -15.8310  -14.0375  -6.0522
O  -15.1761  -13.5621  -6.9741
O  -16.3313  -13.4172  -5.1693
O  -15.0626  -14.8068  -5.5493
I  -15.3882  -17.2175  -2.5284
C  -14.5749  -11.3989  -2.1248
C  -13.8808  -12.6147  -1.5599
C  -14.2121  -13.0331  -0.1085
O  -15.5533  -13.4767  0.1300
C  -15.6509  -14.5122  1.1186
N  -14.0657  -13.7716  -2.4220
H  -14.2068  -11.0869  -3.1021
H  -14.3679  -10.6583  -1.3523
H  -15.6224  -11.5752  -2.3695
H  -12.8046  -12.4673  -1.4692
H  -13.8109  -12.3831  0.6691
H  -13.5198  -13.8741  -0.0688
H  -16.6801  -14.8699  1.0860
H  -15.6369  -14.0359  2.0989
H  -15.0190  -15.3713  0.8932
H  -13.7284  -14.5262  -1.8417
H  -13.4252  -13.6232  -3.1887
C  -19.3258  -13.3866  -0.7103
C  -18.3238  -14.1732  -1.6508
C  -19.1038  -14.7910  -2.9340
O  -18.0630  -15.4717  -3.7407
C  -18.5980  -16.2250  -4.8549
N  -17.3730  -13.2396  -2.0826
H  -19.8614  -12.8220  -1.4735
H  -18.9562  -12.5336  -0.1413
H  -19.9212  -14.0372  -0.0698
H  -17.7284  -14.9512  -1.1729
H  -19.5950  -13.9748  -3.4638
H  -19.8784  -15.5395  -2.7673
H  -17.8906  -16.6675  -5.5563
H  -19.2353  -15.5936  -5.4741
H  -19.0135  -17.1100  -4.3730
H  -17.7221  -12.3707  -2.4612
H  -17.0310  -12.8568  -1.2128

natural (NBO) atomic charge list, values in e, 6 entries:
1. Cu 0.87
2. C 0.86
3. O -0.65
4. O -0.74
5. O -0.51
6. I -0.94

Record 5
# C5H8N

The ion C5H8N with charge +1 in a non-equilibrium geometry (ωB97M-V with the def2-TZVPD basis set, the Open Molecules 2025 dataset).

Its total charge is +1. The HOMO energy comes out at -14.675 eV. The orbital gap is 9.16 eV. The value obtained for the LUMO energy is -5.5188 eV. For the energy relative to the best compared isomer or geometry (same formula, charge and spin), the calculation gives 269.4 kJ/mol.

Geometry (Å):
C  0.5425  -1.9071  2.5750
C  -0.2911  -1.2020  1.8474
C  -1.1747  -0.4347  1.1244
C  -0.9044  0.2675  -0.1321
N  0.2547  0.3792  -0.7247
C  0.3903  1.2045  -1.8763
H  0.7065  -2.9095  2.4065
H  1.1086  -1.7062  3.4705
H  -2.2207  -0.5430  1.1846
H  -1.6123  0.9669  -0.5903
H  1.1290  0.1962  -0.2377
H  -0.3415  0.8077  -2.5742
H  1.3681  0.9403  -2.3448
H  0.1997  2.2135  -1.6194

natural (NBO) atomic charge list, values in e, 6 entries:
1. C -0.43
2. C 0.26
3. C -0.42
4. C 0.27
5. N -0.43
6. C -0.44

Record 6
# C3H12O4

A cluster of 4 separate species, C3H12O4 in total in a non-equilibrium geometry (ωB97M-V with the def2-TZVPD basis set, the Open Molecules 2025 dataset).

The HOMO energy comes out at -9.645 eV. The orbital gap is 10.17 eV. The value obtained for the LUMO energy is 0.5264 eV. For the energy relative to the best compared isomer or geometry (same formula, charge and spin), the calculation gives 75.9 kJ/mol.

Geometry (Å):
C  -1.8614  -1.6829  -1.0207
C  -2.1919  -1.2288  0.1742
C  -1.3402  -0.2287  0.9416
O  -0.0355  -0.7687  1.2263
H  -2.5787  -2.3277  -1.5222
H  -0.9177  -1.5877  -1.5292
H  -3.1363  -1.4999  0.6291
H  -1.2593  0.6964  0.3630
H  -1.8340  0.0213  1.8853
H  0.5444  0.0153  1.3275
O  1.5101  -0.5003  -1.1211
H  2.3894  -0.5471  -0.7342
H  1.0084  -0.8906  -0.3507
O  1.0603  2.0839  -1.0845
H  1.5322  2.6456  -1.6908
H  1.2070  1.1952  -1.4858
O  1.9860  1.1542  1.2583
H  2.3335  1.6089  2.0449
H  1.5838  1.8415  0.6891

natural (NBO) atomic charge list, values in e, 6 entries:
1. C -0.37
2. C -0.20
3. C -0.11
4. O -0.76
5. H 0.19
6. H 0.20

Record 7
# C13H17Br3Cl2FN2

A structure of composition C13H17Br3Cl2FN2 in a non-equilibrium geometry (ωB97M-V with the def2-TZVPD basis set, the Open Molecules 2025 dataset).

Its total charge is +1. The HOMO energy comes out at -12.363 eV. The orbital gap is 7.57 eV. The value obtained for the LUMO energy is -4.7915 eV. For the energy relative to the best compared isomer or geometry (same formula, charge and spin), the calculation gives 139.1 kJ/mol.

Geometry (Å):
C  -0.9029  0.1460  2.5903
C  -0.3560  -0.6242  1.2908
C  -1.1093  -0.0498  0.0711
C  -0.5993  1.1398  -0.6363
C  0.7232  1.8576  -0.2507
F  0.7808  2.2383  1.0807
C  1.9072  0.8704  -0.6714
C  3.0240  0.7419  0.4207
C  -1.4208  1.5952  -1.7817
N  -2.5557  1.0337  -2.1797
N  -2.9346  -0.0172  -1.5154
C  -2.3537  -0.6367  -0.4611
C  -2.9958  -1.8976  0.1124
Cl  -2.7677  -3.3739  -0.8950
C  -3.7143  -1.9855  1.2568
C  -4.2739  -3.3919  1.6521
Cl  -4.0114  -0.5356  2.2372
H  -0.1073  0.7860  3.0515
H  -1.2651  -0.5664  3.3649
H  -1.7641  0.8166  2.3495
H  -0.5733  -1.7025  1.4492
H  0.7221  -0.3696  1.2298
H  0.8158  2.7232  -0.9598
H  1.5294  -0.1582  -0.9023
H  2.3952  1.2355  -1.6135
H  3.7946  0.0051  0.0673
H  2.6578  0.3281  1.3961
H  3.5489  1.7161  0.5939
H  -1.0396  2.4796  -2.3419
H  -3.8122  -0.4483  -1.8337
H  -5.0010  -3.7607  0.8843
H  -4.6774  -3.4121  2.6875
H  -3.4142  -4.1147  1.6314
C  6.0550  1.4992  -2.7317
Br  4.8011  0.9723  -4.1065
Br  5.4296  3.0419  -1.7477
Br  6.4930  0.0277  -1.5576
H  6.9723  1.7911  -3.2315

natural (NBO) atomic charge list, values in e, 6 entries:
1. C -0.61
2. C -0.48
3. C 0.08
4. C 0.05
5. C 0.17
6. F -0.33

Record 8
# C2H2ClNO3

A cluster of 2 separate species, C2H2ClNO3 in total in a non-equilibrium geometry (ωB97M-V with the def2-TZVPD basis set, the Open Molecules 2025 dataset).

The expectation value of S² is 2.008. The spin multiplicity is 3. Its total charge is -2. The HOMO energy (spin up / spin down) comes out at -0.802 / -2.325 eV. The orbital gap (spin up / spin down) is 6.15 / 5.74 eV. The value obtained for the LUMO energy (spin up / spin down) is 5.3517 / 3.4115 eV. For the energy relative to the best compared isomer or geometry (same formula, charge and spin), the calculation gives 0.0 kJ/mol.

Geometry (Å):
C  -0.0706  -1.1712  -0.5519
C  1.0035  -0.3225  0.1489
N  0.8089  0.8772  0.5205
O  -1.0906  -0.5304  -0.8066
O  1.5860  1.6725  1.1454
O  0.1784  -2.3921  -0.7341
Cl  13.4189  -1.9741  4.5911
H  2.0578  -0.6897  0.3221
H  -0.1180  1.1600  0.4885

natural (NBO) atomic charge list, values in e, 6 entries:
1. C 0.69
2. C -0.10
3. N -0.23
4. O -0.79
5. O -0.31
6. O -0.77